C2H4ClNO2 | ωB97M-V/def2-TZVPD

XYZ file:
```
10
C2H4ClNO2 | the Open Molecules 2025 dataset | ωB97M-V/def2-TZVPD
C 2.5144 -1.1485 0.0505
C 2.1551 0.1054 -0.5771
N -0.3985 0.0701 0.2893
O 2.3543 -2.0139 0.8276
O 3.3221 -0.7280 -0.8977
Cl 2.5195 1.6062 0.2240
H 1.4352 0.2007 -1.3751
H -0.3157 -0.4735 1.1403
H -1.0809 -0.3966 -0.2986
H -0.7897 0.9681 0.5438
```

## Properties
HOMO (alpha / beta)	-5.169 / -10.614	eV
E_LUMO (alpha / beta)	0.70 / -3.30	eV
energy relative to the best compared isomer or geometry (same formula, charge and spin)	1.373	eV
expectation value of S²	2.01
gap between HOMO and LUMO (alpha / beta)	5.87 / 7.32	eV
2S+1	3

---

C33H32FIN7O4RhS2 | ωB97M-V/def2-TZVPD

XYZ file:
```
81
C33H32FIN7O4RhS2 | the Open Molecules 2025 dataset | ωB97M-V/def2-TZVPD
Rh -0.1079 0.0121 -0.0907
O -1.7485 0.8172 0.6873
N -2.9473 0.3859 0.2863
C -4.0129 0.9434 0.9048
C -5.2840 0.6386 0.5168
C -5.4705 -0.2769 -0.5254
C -4.3755 -0.8578 -1.1094
C -3.0753 -0.5270 -0.6932
S -1.6859 -1.2374 -1.4234
H -3.7560 1.6300 1.6962
H -6.1167 1.1048 1.0207
H -6.4661 -0.5253 -0.8652
H -4.4727 -1.5808 -1.9064
F 5.1295 -0.7170 -4.2167
C 4.8317 -1.5499 -3.1961
C 3.7349 -1.2493 -2.4413
C 3.3426 -2.0910 -1.4009
C 2.1633 -1.7572 -0.6069
O 1.6212 -0.6526 -0.8390
C 1.7544 -2.7151 0.3599
C 2.5289 -3.8243 0.5371
N 3.6797 -4.0844 -0.1189
C 4.3646 -5.3330 0.1337
C 4.5504 -5.7760 1.5480
C 5.7345 -5.3237 0.7484
C 4.0940 -3.2394 -1.1378
C 5.2400 -3.5028 -1.8941
C 5.6266 -2.6805 -2.9412
N 6.8186 -2.9944 -3.6555
C 6.9678 -4.3664 -4.1373
C 8.4574 -4.7379 -4.0561
N 9.2425 -3.4610 -4.1125
C 8.6749 -2.5736 -5.1772
C 7.3201 -2.0551 -4.6656
C 0.5164 -2.6240 1.2567
O 0.3136 -3.5694 2.0010
O -0.1857 -1.5566 1.2074
H 3.1496 -0.3651 -2.6614
H 2.2088 -4.5550 1.2681
H 4.1536 -6.0960 -0.6072
H 4.4292 -6.8267 1.7660
H 4.2039 -5.1160 2.3311
H 6.4407 -6.0679 0.4050
H 6.1714 -4.3670 1.0028
H 5.8498 -4.3551 -1.6348
H 6.6000 -4.4637 -5.1657
H 6.3951 -5.0516 -3.5233
H 8.7631 -5.3650 -4.8909
H 8.7085 -5.2377 -3.1228
H 10.2373 -3.6395 -4.2415
H 9.0979 -2.9819 -3.2194
H 8.5790 -3.1737 -6.0795
H 9.3619 -1.7546 -5.3734
H 6.6468 -1.9346 -5.5170
H 7.4530 -1.0814 -4.2007
I 4.4084 -0.1080 3.8319
C 2.9634 1.0432 2.8679
C 2.9958 2.4286 2.9179
C 2.0009 3.1326 2.2592
C 1.0425 2.4336 1.5474
N 1.0316 1.1014 1.4971
C 1.9576 0.4105 2.1608
H 3.7729 2.9468 3.4628
H 1.9742 4.2125 2.2878
H 0.2564 2.9390 1.0026
H 1.8722 -0.6653 2.1400
N -0.5427 5.3900 -4.6756
C 0.5244 4.9667 -3.9227
S 1.9577 5.8521 -4.0002
C 0.3522 3.8249 -3.0917
C -0.8694 3.0824 -2.9961
C -0.9719 1.9966 -2.1802
N 0.0479 1.5538 -1.3948
C 1.2310 2.2384 -1.4917
C 1.4146 3.3190 -2.2893
H -0.3253 6.0767 -5.3775
H -1.2694 4.7361 -4.9128
H -1.7462 3.3630 -3.5627
H -1.8922 1.4335 -2.1430
H 2.0483 1.8490 -0.8994
H 2.3775 3.8075 -2.3319
```

## Properties
HOMO (alpha / beta)	-6.260 / -8.153	eV
E_LUMO (alpha / beta)	-3.39 / -3.39	eV
energy relative to the best compared isomer or geometry (same formula, charge and spin)	1.788	eV
expectation value of S²	0.76
gap between HOMO and LUMO (alpha / beta)	2.87 / 4.77	eV
total charge	+1
2S+1	2

---

C10H13Cl6Ge2HfO5S2Se | ωB97M-V/def2-TZVPD

XYZ file:
```
40
C10H13Cl6Ge2HfO5S2Se | the Open Molecules 2025 dataset | ωB97M-V/def2-TZVPD
Hf 1.9247 -2.1554 1.0238
S 1.3038 1.8718 0.7898
C -0.2924 2.6249 0.7833
C -0.5013 3.5389 -0.2469
C -1.7427 4.1394 -0.3853
C -2.7585 3.8551 0.5175
C -2.5302 2.9656 1.5569
C -1.2998 2.3378 1.6919
H 0.3068 3.7983 -0.9217
H -1.9053 4.8515 -1.1833
H -3.7190 4.3427 0.4245
H -3.3126 2.7568 2.2737
H -1.1437 1.6546 2.5147
O 0.2973 -0.9298 1.9756
Se 1.2427 -0.0831 3.0345
O 0.8365 0.0883 4.5313
O 2.6362 -0.9260 2.6819
O 1.5270 1.5185 2.4164
Cl 3.4785 -0.8241 -0.4821
Ge 5.4433 -1.1361 1.2538
Cl 6.8543 -1.9063 -0.1664
Cl 4.2002 -3.2882 1.4940
Cl 1.5482 -4.3480 -0.3174
Ge -0.6046 -4.2486 1.1184
Cl 1.0819 -3.8245 2.8549
Cl -0.8043 -6.3526 1.4347
O 0.5743 -1.5596 -0.5108
S 0.5085 -1.7211 -2.0556
C -1.2382 -2.0793 -2.2983
C -1.9423 -0.8239 -1.8097
C -1.2139 0.3440 -2.4796
C 0.2827 -0.0104 -2.5975
H -1.4785 -3.0048 -1.7780
H -1.3524 -2.2362 -3.3744
H -1.8533 -0.7594 -0.7242
H -3.0016 -0.8480 -2.0600
H -1.3502 1.2632 -1.9173
H -1.6124 0.5064 -3.4812
H 0.9519 0.5696 -1.9621
H 0.6583 0.0380 -3.6198
```

## Properties
HOMO	-11.707	eV
E_LUMO	-3.96	eV
energy relative to the best compared isomer or geometry (same formula, charge and spin)	1.244	eV
gap between HOMO and LUMO	7.75	eV
total charge	+1
2S+1	1

---

C19H64N8O13 | ωB97M-V/def2-TZVPD

XYZ file:
```
104
C19H64N8O13 | the Open Molecules 2025 dataset | ωB97M-V/def2-TZVPD
C 2.7112 2.2345 -1.3225
C 3.9636 1.5125 -0.7517
O 3.6132 0.4831 0.2282
H 3.1426 2.6492 -2.2177
H 2.2001 2.9273 -0.7066
H 1.9187 1.6221 -1.6786
H 4.6514 2.1923 -0.2671
H 4.6546 1.0573 -1.4676
H 4.2658 0.6249 0.9338
C -2.4194 -0.9191 4.8373
C -1.0511 -1.1206 4.2731
O -1.0388 -0.7741 2.9135
H -3.2514 -1.3396 4.2238
H -2.6645 0.1167 5.0773
H -2.4536 -1.3972 5.7792
H -0.7944 -2.1236 4.5350
H -0.3513 -0.5042 4.8599
H -0.8044 0.1575 2.8022
C -3.3747 -1.5168 -0.5119
C -3.1105 -1.6954 -1.9557
O -4.2804 -1.3756 -2.6315
H -3.4386 -0.4780 -0.2792
H -2.5862 -2.0299 -0.0051
H -4.2678 -2.1395 -0.3313
H -2.7800 -2.6696 -2.2104
H -2.3156 -0.9970 -2.2142
H -5.0251 -1.8214 -2.2468
C 2.5409 0.1276 -6.4760
C 2.6808 -0.4787 -5.0503
O 2.8365 0.4071 -3.9702
H 1.7133 0.7988 -6.4759
H 2.4603 -0.6610 -7.2416
H 3.5018 0.6414 -6.6396
H 3.4485 -1.3032 -5.0966
H 1.7191 -0.9677 -4.9275
H 2.7814 -0.1255 -3.1407
C -1.0364 4.4702 1.3450
C -1.5993 4.4167 2.8208
O -2.5321 5.4955 2.9199
H -0.6602 5.4169 0.9066
H -1.7908 4.1969 0.5745
H -0.2448 3.7321 1.1564
H -0.8101 4.6287 3.5292
H -2.0684 3.4619 3.0493
H -1.9719 6.2070 3.2420
C -1.1328 1.9017 -3.1474
C -0.3986 0.8204 -3.8939
O -1.3596 0.1093 -4.5234
H -1.7839 1.4556 -2.4276
H -1.7620 2.5610 -3.8248
H -0.5019 2.4981 -2.5563
H 0.1392 0.3316 -3.0731
H 0.3087 1.2171 -4.5285
H -1.3579 0.3321 -5.4568
C 1.2720 2.3445 3.1447
O 0.0427 1.5867 3.1671
N 2.0583 2.3538 2.1351
N 1.8195 2.8650 4.2120
H 1.8556 1.8532 1.3258
H 2.8255 3.0543 2.0130
H 1.4742 2.6320 5.1214
H 2.7925 3.2116 4.2007
C -1.7261 -4.2247 2.8288
O -1.8254 -4.1903 4.1879
N -1.2806 -3.2864 2.0795
N -2.0872 -5.1819 2.0782
H -1.0913 -2.3153 2.4353
H -0.8582 -3.5410 1.1995
H -2.5074 -5.9858 2.6473
H -2.4805 -4.9833 1.1319
C -3.5035 1.1835 1.8855
O -2.2799 1.6085 1.4058
N -3.7161 -0.0954 2.1003
N -4.5834 1.9008 1.8764
H -2.8504 -0.6763 2.1156
H -4.5026 -0.4239 2.6478
H -4.4846 2.8670 1.5741
H -5.3661 1.6814 2.4908
C 3.6817 -2.1501 -2.2836
O 3.1576 -3.2661 -2.9210
N 4.9192 -1.8946 -2.1438
N 2.8476 -1.3038 -1.7713
H 5.5007 -2.6858 -2.5252
H 5.2878 -1.4476 -1.3142
H 1.8683 -1.5797 -1.8295
H 3.1354 -0.5863 -1.0151
C 0.0727 0.3013 -0.3654
O 0.1403 1.6326 0.1123
H 0.0017 -0.4204 0.4848
H 0.8734 0.0644 -1.0184
H -0.8865 0.1524 -0.9280
H -0.7049 1.7775 0.5644
C 2.0530 -1.9385 1.8128
O 2.0627 -0.7413 2.5701
H 1.1547 -2.5386 2.0015
H 2.8626 -2.6134 1.9618
H 2.0905 -1.7282 0.7179
H 1.3318 -0.1581 2.3489
C 0.2294 -3.0326 -1.5415
O 0.5012 -2.1293 -2.6425
H -0.3801 -2.6572 -0.7422
H 1.1312 -3.3671 -0.9594
H -0.1641 -3.9584 -1.9091
H 0.0018 -2.3368 -3.4273
```

## Properties
HOMO	-8.856	eV
E_LUMO	-0.07	eV
energy relative to the best compared isomer or geometry (same formula, charge and spin)	9.917	eV
gap between HOMO and LUMO	8.79	eV
2S+1	1